(1)
Here is a structure of composition C48H54I2N6O2PPbS3Si from OMol25. Energies are from the ωB97M-V functional and the def2-TZVPD basis.

Each line ends with the Löwdin charge.
Atoms and positions in Å:
Pb (-1.0382, -0.6444, 0.1879)  1.01
C (-2.6359, -3.4470, -3.3112)  -0.02
C (-2.6341, -2.3958, -2.2247)  -0.26
N (-1.8473, -2.4836, -1.2018)  -0.08
N (-1.2174, -3.7113, -1.0253)  -0.09
C (-0.8155, -4.0045, 0.1658)  -1.08
S (-0.9054, -3.0912, 1.6495)  0.42
S (-0.2320, -5.6956, 0.2181)  0.87
C (1.1614, -5.6181, 1.3746)  -0.45
C (2.4953, -5.2286, 0.7602)  -0.27
C (2.8850, -5.6300, -0.5174)  -0.06
C (4.1361, -5.2876, -1.0147)  -0.09
C (5.0181, -4.5401, -0.2428)  -0.10
C (4.6333, -4.1275, 1.0250)  -0.10
C (3.3783, -4.4649, 1.5169)  -0.07
C (-3.6582, -1.3388, -2.2877)  -0.15
C (-4.3576, -1.1418, -3.4974)  -0.08
C (-5.5327, -0.4298, -3.5756)  -0.12
C (-6.0846, 0.0828, -2.3868)  -0.11
C (-5.4223, -0.0543, -1.1952)  -0.05
C (-4.1406, -0.6880, -1.0888)  -0.42
O (-3.5159, -0.6398, 0.0254)  -0.22
H (-3.6466, -3.8019, -3.5105)  0.09
H (-2.0024, -4.2755, -3.0253)  0.06
H (-2.2387, -3.0011, -4.2279)  0.09
H (1.2179, -6.6145, 1.8162)  0.08
H (0.8805, -4.9121, 2.1569)  0.02
H (2.1941, -6.1980, -1.1277)  0.09
H (4.4226, -5.6046, -2.0114)  0.10
H (5.9934, -4.2732, -0.6327)  0.10
H (5.3096, -3.5361, 1.6349)  0.10
H (3.0738, -4.1307, 2.5029)  0.08
H (-3.9447, -1.5611, -4.4088)  0.10
H (-6.0358, -0.2955, -4.5255)  0.09
H (-7.0422, 0.5950, -2.4146)  0.10
H (-5.8285, 0.3647, -0.2796)  0.11
I (2.1080, -1.1972, 0.0317)  0.67
C (2.2300, -2.0374, -2.4277)  -0.96
I (2.3690, -0.6778, -4.0982)  0.51
H (1.3552, -2.6641, -2.6374)  -0.10
H (3.1340, -2.6523, -2.4935)  -0.11
C (5.9574, 2.0396, 3.3104)  -0.11
C (4.7890, 2.2718, 4.0269)  -0.10
C (3.6687, 1.4782, 3.8039)  -0.12
C (3.6816, 0.4460, 2.8583)  -0.36
C (4.8692, 0.2319, 2.1469)  -0.14
C (5.9972, 1.0154, 2.3724)  -0.09
Si (2.1533, -0.6293, 2.5482)  0.36
C (2.3467, -2.0434, 3.7851)  -0.33
C (1.2323, -2.6391, 4.3851)  -0.14
C (1.3686, -3.6833, 5.2925)  -0.09
C (2.6318, -4.1585, 5.6213)  -0.10
C (3.7516, -3.5939, 5.0235)  -0.10
C (3.6064, -2.5503, 4.1169)  -0.14
H (6.8352, 2.6521, 3.4840)  0.09
H (4.7524, 3.0705, 4.7594)  0.09
H (2.7641, 1.6624, 4.3774)  0.09
H (4.9031, -0.5481, 1.3900)  0.07
H (6.9053, 0.8299, 1.8086)  0.10
H (0.9765, 0.1564, 3.0409)  -0.03
H (0.2401, -2.2836, 4.1294)  0.05
H (0.4870, -4.1238, 5.7452)  0.10
H (2.7440, -4.9590, 6.3435)  0.09
H (4.7398, -3.9655, 5.2675)  0.10
H (4.4938, -2.1172, 3.6638)  0.09
C (3.0664, 2.6802, -0.7295)  -0.31
P (1.2918, 2.9462, -0.2831)  0.80
C (1.5459, 3.7645, 1.3603)  -0.30
C (1.0383, 4.4944, -1.2656)  -0.33
H (3.6048, 3.6328, -0.7934)  0.03
H (3.1277, 2.1568, -1.6908)  0.02
H (3.5379, 2.0477, 0.0249)  0.01
H (2.5235, 4.2501, 1.4189)  0.03
H (1.4764, 3.0173, 2.1506)  0.01
H (0.7565, 4.5063, 1.5104)  0.02
H (1.7514, 5.2632, -0.9557)  0.04
H (0.0179, 4.8545, -1.1062)  0.02
H (1.1818, 4.2832, -2.3292)  0.02
C (-3.2823, 2.0245, 5.2646)  -0.04
N (-2.9173, 2.0930, 3.8661)  -0.10
C (-2.7423, 3.3226, 3.1216)  -0.04
C (-2.0431, 2.8129, 1.8476)  -0.46
O (-1.7437, 3.5345, 0.9244)  0.04
N (-1.8498, 1.4524, 1.9707)  0.11
C (-2.3669, 1.0967, 3.1366)  -0.42
N (-2.3221, -0.1662, 3.5937)  0.22
H (-3.8483, 2.9170, 5.5221)  0.09
H (-2.4057, 1.9673, 5.9170)  0.09
H (-3.9206, 1.1615, 5.4623)  0.08
H (-2.1161, 4.0500, 3.6454)  0.13
H (-3.7002, 3.7867, 2.8778)  0.13
H (-2.0561, -0.8852, 2.9308)  0.03
H (-2.9472, -0.4478, 4.3255)  0.10
N (-1.2611, 0.6051, -2.0089)  -0.41
S (-0.8706, 2.0251, -2.5671)  0.95
C (-0.9348, 1.8851, -4.3662)  -0.38
C (0.2369, 2.0900, -5.0771)  -0.15
C (0.2409, 1.9056, -6.4564)  -0.09
C (-0.9231, 1.5232, -7.1039)  -0.08
C (-2.0919, 1.3056, -6.3771)  -0.07
C (-2.1016, 1.4814, -5.0038)  -0.07
C (-2.3126, 3.1085, -2.4669)  -0.38
C (-2.2524, 4.3718, -3.0422)  -0.09
C (-3.3567, 5.2058, -2.9621)  -0.08
C (-4.5117, 4.7685, -2.3180)  -0.09
C (-4.5559, 3.5031, -1.7505)  -0.06
C (-3.4448, 2.6707, -1.8122)  -0.07
H (-2.0543, 0.1907, -2.5030)  -0.02
H (1.1446, 2.3622, -4.5490)  0.08
H (1.1617, 2.0405, -7.0120)  0.11
H (-0.9260, 1.3966, -8.1806)  0.10
H (-2.9978, 0.9910, -6.8826)  0.10
H (-3.0083, 1.2968, -4.4341)  0.11
H (-1.3476, 4.6962, -3.5505)  0.11
H (-3.3189, 6.1933, -3.4039)  0.10
H (-5.3773, 5.4183, -2.2612)  0.10
H (-5.4557, 3.1528, -1.2581)  0.10
H (-3.4539, 1.6889, -1.3471)  0.09

Its net charge is -1. The value obtained for the lowest unoccupied orbital energy is 1.89 eV. The calculation puts the largest force on an atom at 0.911 eV Å⁻¹. The calculation puts the gap between HOMO and LUMO at 5.1 eV.

(2)
Here is a structure of composition C47H42AsLuN7O2S from OMol25. Energies are from the ωB97M-V functional and the def2-TZVPD basis.

Each line ends with the Löwdin charge.
Atoms and positions in Å:
Lu (-1.4436, -0.4519, -0.0063)  1.49
N (-0.1466, 1.5925, 0.6413)  0.01
C (0.1653, 2.1642, 1.9586)  -0.22
C (1.2576, 3.0313, 2.0642)  -0.04
C (1.6009, 3.5844, 3.2952)  -0.08
C (0.9078, 3.2156, 4.4624)  -0.07
C (-0.1383, 2.3169, 4.3756)  -0.03
C (-0.5623, 1.7912, 3.1271)  -0.11
C (-1.7028, 0.8442, 3.1819)  -0.23
C (-2.6786, 1.0864, 4.1678)  -0.06
C (-3.7376, 0.2244, 4.3740)  -0.07
C (-3.8571, -0.8968, 3.5474)  -0.09
C (-2.9262, -1.1386, 2.5604)  -0.25
C (-1.9081, -0.2269, 2.3141)  -0.26
H (0.7307, 1.4684, 0.1301)  0.09
H (-0.7281, 2.2343, 0.0819)  0.09
H (1.8399, 3.2975, 1.1785)  0.11
H (2.4314, 4.2662, 3.3619)  0.10
H (1.2394, 3.6285, 5.4128)  0.11
H (-0.6175, 1.9848, 5.2980)  0.11
H (-2.6135, 1.9978, 4.7479)  0.11
H (-4.4724, 0.4293, 5.1591)  0.11
H (-4.6798, -1.5907, 3.6711)  0.10
H (-3.0448, -2.0123, 1.9038)  0.06
C (7.6391, 3.2594, -2.5525)  -0.05
O (7.4714, 2.9704, -3.9681)  -0.09
C (6.2192, 2.7621, -4.4534)  -0.25
C (5.0276, 2.8997, -3.6863)  -0.02
C (3.7892, 2.6485, -4.2533)  -0.03
C (3.7282, 2.1900, -5.6072)  -0.27
C (4.9351, 2.0929, -6.3974)  -0.02
C (6.1613, 2.3469, -5.8314)  0.00
N (2.5722, 1.8754, -6.3601)  0.07
N (1.4278, 1.7024, -5.8012)  0.05
C (1.2923, 0.9807, -4.6107)  -0.23
C (2.1609, -0.0219, -4.0741)  0.00
C (1.7803, -0.6954, -2.9103)  0.00
C (0.5752, -0.3950, -2.2240)  -0.36
O (0.3077, -0.9881, -1.0868)  -0.33
C (-0.3208, 0.6277, -2.7581)  -0.16
N (-1.4562, 0.9169, -2.0446)  -0.01
C (-2.3214, 1.7864, -2.5657)  -0.12
C (-2.0723, 2.4762, -3.7711)  -0.03
C (-0.9088, 2.2186, -4.4797)  0.02
C (0.0116, 1.2773, -3.9767)  -0.09
H (8.7205, 3.3040, -2.4150)  0.09
H (7.1946, 2.4610, -1.9373)  0.10
H (7.1941, 4.2204, -2.2813)  0.09
H (5.0865, 3.2030, -2.6351)  0.10
H (2.8842, 2.7773, -3.6535)  0.11
H (4.8142, 1.7864, -7.4436)  0.12
H (7.1083, 2.2736, -6.3806)  0.12
H (3.0893, -0.2638, -4.5904)  0.12
H (2.3714, -1.5188, -2.5083)  0.12
H (-3.2454, 1.9730, -2.0161)  0.10
H (-2.8161, 3.1859, -4.1589)  0.12
H (-0.6890, 2.7244, -5.4241)  0.12
N (-5.8150, -0.5617, 0.3558)  0.19
C (-5.7230, 0.6535, 1.0611)  -0.15
C (-6.5560, 1.3437, 1.9588)  -0.01
C (-6.0646, 2.5222, 2.5228)  -0.06
C (-4.7763, 3.0247, 2.1917)  -0.07
C (-3.9411, 2.3714, 1.3078)  -0.01
C (-4.4182, 1.1611, 0.7413)  -0.21
N (-3.7411, 0.2342, -0.0477)  0.03
C (-4.6216, -0.7409, -0.2883)  -0.27
C (-4.2554, -1.9177, -1.1079)  -0.27
C (-5.0967, -2.8151, -1.7485)  -0.31
S (-4.1500, -3.9343, -2.6830)  1.06
C (-2.7002, -3.1354, -2.0950)  -0.42
N (-2.8509, -2.0974, -1.3337)  -0.04
H (-6.6455, -1.1668, 0.2642)  0.18
H (-7.5460, 0.9685, 2.2316)  0.12
H (-6.6558, 3.0727, 3.2577)  0.11
H (-4.4094, 3.9321, 2.6779)  0.12
H (-2.9083, 2.6671, 1.1577)  0.10
H (-6.1932, -2.8656, -1.7137)  0.09
H (-1.7539, -3.5033, -2.4615)  0.09
C (-0.8701, -3.3889, 3.0777)  -0.29
As (-0.4728, -2.9438, 1.1986)  1.13
C (-0.1758, -4.8291, 0.6511)  -0.29
C (1.4136, -2.2937, 1.4726)  -0.31
C (2.3167, -3.3058, 2.1080)  -0.32
C (2.5887, -3.2414, 3.4920)  -0.06
C (3.4351, -4.1782, 4.0753)  -0.08
C (4.0328, -5.1655, 3.2840)  -0.09
C (3.7806, -5.2194, 1.9181)  -0.08
C (2.9314, -4.2906, 1.3238)  -0.07
H (-0.0972, -4.0696, 3.4520)  0.03
H (-1.8444, -3.8911, 3.1229)  0.03
H (-0.9298, -2.4913, 3.7014)  0.03
H (0.4490, -5.3635, 1.3695)  0.03
H (0.2872, -4.8589, -0.3331)  0.02
H (-1.1499, -5.3271, 0.5859)  0.02
H (1.3355, -1.3987, 2.1083)  0.08
H (1.7291, -1.9998, 0.4658)  0.05
H (2.1101, -2.4666, 4.0922)  0.11
H (3.6527, -4.1504, 5.1419)  0.11
H (4.7013, -5.9105, 3.7310)  0.11
H (4.2418, -5.9833, 1.2985)  0.11
H (2.7087, -4.3435, 0.2613)  0.11

Its net charge is +1. The value obtained for the lowest unoccupied orbital energy (spin up / spin down) is -2.94 / -2.94 eV. The calculation puts the largest force on an atom at 3.236 eV Å⁻¹. The calculation puts the gap between HOMO and LUMO (spin up / spin down) at 5.9 / 5.9 eV.

(3)
Here is a cluster of 2 separate species, C4H9NO2 in total from OMol25. Energies are from the ωB97M-V functional and the def2-TZVPD basis.

Each line ends with the natural charge from an NBO analysis.
Atoms and positions in Å:
C (-2.4378, 0.9674, 1.1000)  -0.69
C (-1.4408, 0.1235, 0.3823)  0.16
N (-0.7709, 0.4198, -0.6514)  -0.65
C (0.7917, -1.4408, -0.5475)  0.67
O (0.9713, -1.5084, 0.6467)  -0.64
O (1.6208, -0.8528, -1.4124)  -0.50
C (2.6895, -0.1462, -0.7911)  -0.27
H (-2.7173, 1.8463, 0.5126)  0.21
H (-3.3293, 0.3844, 1.3503)  0.23
H (-1.9802, 1.2906, 2.0418)  0.24
H (-1.2190, -0.8489, 0.8360)  0.18
H (-0.0595, -1.8989, -1.0690)  0.13
H (-0.9836, 1.3400, -1.0342)  0.34
H (3.2928, 0.2616, -1.6022)  0.19
H (2.3041, 0.6619, -0.1606)  0.19
H (3.2799, -0.8230, -0.1701)  0.19

The value obtained for the lowest unoccupied orbital energy is 1.02 eV. The calculation puts the largest force on an atom at 0.493 eV Å⁻¹. The calculation puts the gap between HOMO and LUMO at 10.8 eV.